# 1
# C4H5NO

An isolated molecule of C4H5NO (wB97M-V/def2-TZVPD, OMol25).

Element x y z (Å)
O (1.837, 0.713, -0.771)
C (0.606, 0.303, -0.322)
C (-0.152, -1.015, -0.180)
N (-1.517, -0.485, -0.369)
C (-0.820, 0.728, 0.095)
C (0.117, -0.088, 0.978)
H (2.430, 0.753, -0.006)
H (0.208, -2.017, -0.383)
H (-1.825, -0.426, -1.341)
H (-1.336, 1.666, 0.295)
H (0.452, -0.133, 2.003)

Values from the calculation:
E	-285.24630	a.u.
frontier orbital gap	0.3596	Ha

Formally, the Löwdin partial charges of the atoms, in units of the elementary charge, are as follows: atom 1 (O): 0.0540, atom 2 (C): -0.3379, atom 3 (C): -0.1538, atom 4 (N): 0.0257, atom 5 (C): -0.1336, atom 6 (C): -0.0663, atom 7 (H): 0.1096, atom 8 (H): 0.1365, atom 9 (H): 0.0980, atom 10 (H): 0.1333, atom 11 (H): 0.1347

---

# 2
# C4H5NO

An isolated molecule of C4H5NO at a distorted geometry (wB97M-V/def2-TZVPD, OMol25).

Element x y z (Å)
O (-1.959, 1.359, -0.168)
C (-1.688, 0.220, -0.458)
C (-0.381, -0.463, -0.157)
C (0.766, 0.475, 0.239)
C (1.999, -0.269, 0.525)
N (2.966, -0.869, 0.731)
H (-2.438, -0.460, -0.917)
H (-0.095, -1.110, -0.995)
H (-0.654, -1.148, 0.658)
H (0.506, 1.083, 1.111)
H (0.980, 1.181, -0.571)

Values from the calculation:
E	-285.39177	a.u.
frontier orbital gap	0.4090	Ha
SMILES string	N#CCCC=O

Formally, the Löwdin partial charges of the atoms, in units of the elementary charge, are as follows: atom 1 (O): 0.0608, atom 2 (C): -0.2668, atom 3 (C): -0.1632, atom 4 (C): -0.1762, atom 5 (C): -0.2295, atom 6 (N): 0.1389, atom 7 (H): 0.1245, atom 8 (H): 0.1249, atom 9 (H): 0.1319, atom 10 (H): 0.1258, atom 11 (H): 0.1289

---

# 3
# C4H5NO

An isolated molecule of C4H5NO at a distorted geometry (wB97M-V/def2-TZVPD, OMol25).

Element x y z (Å)
C (0.303, 1.545, -0.361)
C (0.552, 0.371, 0.551)
C (-1.679, -1.677, 0.075)
O (-0.408, -2.010, -0.133)
C (0.455, -0.986, 0.137)
N (1.675, -0.763, 0.084)
H (1.086, 2.299, -0.233)
H (0.284, 1.232, -1.408)
H (-0.660, 2.015, -0.126)
H (0.591, 0.593, 1.619)
H (-2.200, -2.619, -0.205)

Values from the calculation:
E	-285.21934	a.u.
frontier orbital gap	0.3473	Ha

Formally, the Löwdin partial charges of the atoms, in units of the elementary charge, are as follows: atom 1 (C): -0.0744, atom 2 (C): -0.1954, atom 3 (C): 0.1353, atom 4 (O): -0.0355, atom 5 (C): -0.4659, atom 6 (N): 0.2580, atom 7 (H): 0.0757, atom 8 (H): 0.0804, atom 9 (H): 0.0790, atom 10 (H): 0.1205, atom 11 (H): 0.0222